{"formula": "C11H13IrN3O5P", "method": "the ωB97M-V functional and the def2-TZVPD basis", "spin_multiplicity": 5, "charge": 2, "e_above_lowest_ev": 0.000, "homo_lumo_gap_ha": [0.2002, 0.2013], "symbols": ["O", "C", "Ir", "C", "O", "C", "O", "C", "O", "C", "O", "H", "C", "N", "C", "N", "C", "N", "C", "P", "C", "C", "H", "H", "H", "H", "H", "H", "H", "H", "H", "H", "H", "H"], "positions_angstrom": [[-1.27, 2.81, -5.31], [-1.29, 2.33, -4.26], [-1.27, 1.33, -2.59], [-1.63, 2.43, -1.01], [-1.95, 3.03, -0.07], [-0.97, -0.73, -3.16], [-1.14, -1.69, -2.41], [0.72, 1.45, -2.49], [1.87, 1.63, -2.55], [-3.19, 0.98, -2.85], [-4.31, 0.96, -3.10], [-0.69, -0.91, -4.23], [2.32, -0.62, 1.98], [1.39, 0.49, 2.26], [0.24, 0.00, 3.05], [-0.46, -1.12, 2.38], [0.51, -2.20, 2.12], [1.66, -1.74, 1.29], [1.25, -1.39, -0.08], [0.02, 0.03, -0.11], [0.96, 1.19, 1.05], [-1.17, -0.70, 1.16], [2.69, -0.99, 2.96], [3.14, -0.23, 1.35], [-0.47, 0.81, 3.20], [0.63, -0.36, 4.01], [0.01, -3.03, 1.60], [0.93, -2.55, 3.08], [2.13, -1.09, -0.67], [0.79, -2.25, -0.59], [0.31, 2.04, 1.31], [1.84, 1.59, 0.52], [-1.69, -1.56, 0.71], [-1.92, 0.06, 1.44]]}

{"formula": "C11H13N2O2", "method": "the ωB97M-V functional and the def2-TZVPD basis", "spin_multiplicity": 3, "charge": 1, "e_above_lowest_ev": 0.000, "homo_lumo_gap_ha": [0.2506, 0.2174], "symbols": ["C", "C", "C", "C", "C", "C", "C", "C", "C", "C", "C", "N", "N", "O", "O", "H", "H", "H", "H", "H", "H", "H", "H", "H", "H", "H", "H", "H"], "positions_angstrom": [[-3.15, -0.92, 0.24], [-2.87, 0.44, 0.21], [-2.14, -1.95, 0.12], [-1.48, 0.73, 0.12], [-0.48, -0.23, 0.07], [-0.80, -1.57, 0.11], [-0.82, 2.07, -0.09], [2.88, 0.00, -0.83], [2.99, 0.01, 0.81], [0.82, 0.45, -0.02], [0.23, -2.71, 0.08], [0.50, 1.96, -0.15], [-1.44, 3.27, -0.12], [1.51, -0.06, -1.13], [1.65, 0.36, 1.15], [-4.21, -1.28, 0.21], [-3.50, 1.35, 0.24], [-2.44, -2.97, 0.22], [3.47, 0.77, -1.25], [3.36, -0.95, -1.20], [3.09, -0.91, 1.27], [3.66, 0.89, 1.13], [0.51, -2.76, -0.98], [1.13, -2.28, 0.49], [-0.06, -3.55, 0.52], [0.96, 2.41, -0.86], [-2.39, 3.40, 0.02], [-0.96, 4.03, -0.39]]}

{"formula": "C11H13N4O3SV", "method": "the ωB97M-V functional and the def2-TZVPD basis", "spin_multiplicity": 2, "charge": 1, "homo_lumo_gap_ha": [0.2617, 0.2722], "symbols": ["V", "N", "C", "S", "N", "N", "C", "C", "C", "C", "C", "C", "C", "O", "H", "H", "H", "H", "H", "H", "H", "N", "C", "C", "C", "O", "O", "H", "H", "H", "H", "H", "H"], "positions_angstrom": [[0.86, 0.14, -0.23], [3.77, -0.52, 2.54], [2.67, -0.68, 1.79], [2.89, -0.92, 0.04], [1.51, -0.71, 2.39], [0.50, -0.81, 1.44], [-0.58, -1.45, 1.74], [-1.61, -1.78, 0.78], [-2.77, -2.43, 1.21], [-3.70, -2.87, 0.28], [-3.46, -2.70, -1.08], [-2.31, -2.07, -1.53], [-1.41, -1.61, -0.60], [-0.26, -0.97, -0.99], [4.68, -0.51, 2.14], [3.66, -0.39, 3.53], [-0.67, -1.80, 2.76], [-2.94, -2.58, 2.27], [-4.60, -3.36, 0.62], [-4.18, -3.07, -1.80], [-2.11, -1.95, -2.59], [-0.29, 1.69, -1.58], [0.22, 3.09, -1.71], [1.72, 3.20, -1.44], [1.99, 2.93, 0.02], [2.51, 3.62, 0.83], [1.48, 1.69, 0.37], [-0.33, 1.25, -2.50], [-1.25, 1.73, -1.27], [-0.33, 3.70, -1.00], [0.00, 3.48, -2.71], [2.09, 4.19, -1.69], [2.26, 2.47, -2.04]]}

{"formula": "C11H13N5O6", "method": "the ωB97M-V functional and the def2-TZVPD basis", "spin_multiplicity": 1, "smiles": "O=[N+]([O-])c1cc([N+](=O)[O-])c2no[n+]([O-])c2c1.C1CCNCC1", "charge": 0, "e_above_lowest_ev": 2.922, "homo_lumo_gap_ha": 0.2055, "symbols": ["O", "N", "O", "C", "C", "C", "N", "O", "O", "C", "N", "O", "N", "O", "C", "C", "H", "H", "C", "C", "C", "N", "C", "C", "H", "H", "H", "H", "H", "H", "H", "H", "H", "H", "H"], "positions_angstrom": [[1.60, -3.49, -1.17], [0.84, -2.80, -0.46], [1.15, -2.41, 0.70], [-0.45, -2.40, -0.98], [-0.89, -2.79, -2.27], [-2.13, -2.37, -2.75], [-2.52, -2.87, -4.06], [-3.58, -2.55, -4.62], [-1.69, -3.65, -4.59], [-2.94, -1.48, -1.92], [-4.13, -0.87, -2.17], [-4.37, -0.09, -1.03], [-3.34, -0.21, -0.12], [-3.33, 0.44, 0.92], [-2.43, -1.13, -0.65], [-1.21, -1.57, -0.14], [-0.26, -3.42, -2.89], [-0.88, -1.30, 0.86], [2.91, 2.63, 2.25], [1.53, 2.60, 2.92], [0.63, 1.49, 2.37], [0.62, 1.43, 0.93], [1.86, 1.51, 0.21], [2.79, 2.61, 0.72], [3.45, 3.53, 2.56], [3.50, 1.76, 2.58], [1.64, 2.47, 4.00], [1.04, 3.56, 2.75], [0.95, 0.53, 2.81], [-0.41, 1.66, 2.68], [-0.10, 0.85, 0.52], [2.41, 0.54, 0.24], [1.60, 1.70, -0.84], [2.38, 3.57, 0.39], [3.77, 2.50, 0.25]]}

Please write out number 2 again, unchanged.
{"formula": "C11H13N2O2", "method": "the ωB97M-V functional and the def2-TZVPD basis", "spin_multiplicity": 3, "charge": 1, "e_above_lowest_ev": 0.000, "homo_lumo_gap_ha": [0.2506, 0.2174], "symbols": ["C", "C", "C", "C", "C", "C", "C", "C", "C", "C", "C", "N", "N", "O", "O", "H", "H", "H", "H", "H", "H", "H", "H", "H", "H", "H", "H", "H"], "positions_angstrom": [[-3.15, -0.92, 0.24], [-2.87, 0.44, 0.21], [-2.14, -1.95, 0.12], [-1.48, 0.73, 0.12], [-0.48, -0.23, 0.07], [-0.80, -1.57, 0.11], [-0.82, 2.07, -0.09], [2.88, 0.00, -0.83], [2.99, 0.01, 0.81], [0.82, 0.45, -0.02], [0.23, -2.71, 0.08], [0.50, 1.96, -0.15], [-1.44, 3.27, -0.12], [1.51, -0.06, -1.13], [1.65, 0.36, 1.15], [-4.21, -1.28, 0.21], [-3.50, 1.35, 0.24], [-2.44, -2.97, 0.22], [3.47, 0.77, -1.25], [3.36, -0.95, -1.20], [3.09, -0.91, 1.27], [3.66, 0.89, 1.13], [0.51, -2.76, -0.98], [1.13, -2.28, 0.49], [-0.06, -3.55, 0.52], [0.96, 2.41, -0.86], [-2.39, 3.40, 0.02], [-0.96, 4.03, -0.39]]}

What did the first record say?
{"formula": "C11H13IrN3O5P", "method": "the ωB97M-V functional and the def2-TZVPD basis", "spin_multiplicity": 5, "charge": 2, "e_above_lowest_ev": 0.000, "homo_lumo_gap_ha": [0.2002, 0.2013], "symbols": ["O", "C", "Ir", "C", "O", "C", "O", "C", "O", "C", "O", "H", "C", "N", "C", "N", "C", "N", "C", "P", "C", "C", "H", "H", "H", "H", "H", "H", "H", "H", "H", "H", "H", "H"], "positions_angstrom": [[-1.27, 2.81, -5.31], [-1.29, 2.33, -4.26], [-1.27, 1.33, -2.59], [-1.63, 2.43, -1.01], [-1.95, 3.03, -0.07], [-0.97, -0.73, -3.16], [-1.14, -1.69, -2.41], [0.72, 1.45, -2.49], [1.87, 1.63, -2.55], [-3.19, 0.98, -2.85], [-4.31, 0.96, -3.10], [-0.69, -0.91, -4.23], [2.32, -0.62, 1.98], [1.39, 0.49, 2.26], [0.24, 0.00, 3.05], [-0.46, -1.12, 2.38], [0.51, -2.20, 2.12], [1.66, -1.74, 1.29], [1.25, -1.39, -0.08], [0.02, 0.03, -0.11], [0.96, 1.19, 1.05], [-1.17, -0.70, 1.16], [2.69, -0.99, 2.96], [3.14, -0.23, 1.35], [-0.47, 0.81, 3.20], [0.63, -0.36, 4.01], [0.01, -3.03, 1.60], [0.93, -2.55, 3.08], [2.13, -1.09, -0.67], [0.79, -2.25, -0.59], [0.31, 2.04, 1.31], [1.84, 1.59, 0.52], [-1.69, -1.56, 0.71], [-1.92, 0.06, 1.44]]}

What is the formula in the second record? C11H13N2O2